Record 1
ORCA calculation (ωB97M-V with the def2-TZVPD basis set) on a 2-piece molecular cluster, C2H9NO overall in a non-equilibrium geometry.

```
13
Properties=species:S:1:pos:R:3:forces:R:3
C 0.265 -1.621 -0.127 0.4 -0.2 -0.8
C 0.165 -1.243 1.341 -0.1 -0.7 1.6
N -1.199 -1.476 1.989 1.3 1.6 -4.3
H -0.116 -0.807 -0.747 -0.4 -0.5 -0.2
H 1.302 -1.686 -0.389 1.1 0.7 0.1
H 0.060 -2.640 -0.540 -1.2 0.7 0.9
H 1.035 -1.760 1.894 -1.5 0.5 -0.5
H 0.377 -0.154 1.444 -0.1 -0.7 -0.2
H -1.772 -2.099 1.448 0.1 -0.2 -0.1
H -1.147 -1.758 2.888 0.3 -1.2 3.4
H 0.943 4.643 -3.050 0.3 -0.6 0.6
H -0.037 5.601 -3.466 -0.5 -0.5 1.4
O 0.125 5.000 -2.686 0.2 1.1 -2.0
```
Forces are in eV/Å.

Calculated values
* orbital gap: 9.99 eV
* HOMO: -9.007 eV
* SMILES: CCN.O
* total energy: -211.55003 hartree
* energy above the lowest of the compared OMol25 structures with the same formula, charge and spin: 0.954 eV

Record 2
ORCA calculation (ωB97M-V with the def2-TZVPD basis set) on C35H37BrP2Pt as an isolated structure in a non-equilibrium geometry.

```
76
Properties=species:S:1:pos:R:3:forces:R:3
Pt 0.614 -0.285 3.044 0.0 1.4 1.5
C -1.492 -0.374 5.833 0.3 -0.5 -1.7
C -2.091 -0.417 4.615 -0.3 -1.6 2.2
C -2.957 0.636 3.990 -0.2 0.3 -0.4
C -2.191 1.567 3.003 -0.3 -0.4 0.0
C -0.715 1.783 3.301 -0.3 1.0 0.2
C -0.314 2.152 4.588 1.1 0.4 -1.5
C -1.123 2.175 5.796 -0.9 -0.3 2.0
C -1.319 0.842 6.647 0.2 0.9 0.3
C 1.911 0.282 4.630 1.5 0.7 -0.6
H -0.897 -1.238 6.177 -0.6 0.3 -0.4
H -2.110 -1.436 4.174 0.1 0.9 0.3
H -3.464 1.263 4.737 0.3 -0.3 0.0
H -3.783 0.150 3.443 0.4 0.1 0.1
H -2.290 1.186 1.978 0.0 0.1 0.2
H -2.706 2.543 3.039 0.3 -0.2 -0.2
H -0.286 2.454 2.528 0.4 -1.0 0.2
H 0.724 2.526 4.606 -0.8 0.0 0.3
H -2.138 2.522 5.578 0.2 0.1 -0.2
H -0.718 2.891 6.526 0.1 0.0 -0.4
H -0.482 0.722 7.351 -0.1 0.0 -0.4
H -2.192 0.968 7.307 0.1 0.3 -0.2
H 2.512 -0.554 5.023 -0.5 0.4 -0.4
H 1.621 0.919 5.478 -0.7 -0.5 -0.5
H 2.571 0.894 4.007 0.3 0.2 0.2
P -0.151 -1.835 -2.062 0.4 -1.2 -0.2
P 1.621 0.498 -2.408 1.3 0.5 -1.0
C -0.961 -0.302 -2.668 0.6 0.8 -0.4
C -0.120 0.752 -2.873 -0.9 -1.2 -0.2
C -0.655 -3.128 -3.305 -0.6 0.1 -0.1
C -1.775 -2.913 -4.128 0.3 -0.4 -0.1
C -2.157 -3.868 -5.075 -0.2 0.0 0.0
C -1.431 -5.056 -5.217 -0.2 0.3 0.0
C -0.316 -5.279 -4.401 -0.4 -0.1 -0.2
C 0.061 -4.338 -3.443 -0.2 0.4 0.0
C -1.101 -2.260 -0.571 -0.4 0.2 -0.1
C -0.831 -1.446 0.547 -0.5 -0.3 -0.4
C -1.606 -1.579 1.688 -0.3 -0.3 0.3
C -2.561 -2.613 1.790 0.4 0.3 -0.9
C -2.840 -3.397 0.654 0.2 0.2 0.7
C -2.117 -3.220 -0.526 0.0 0.2 0.1
C 2.433 1.004 -4.067 -0.5 0.3 0.0
C 2.269 0.173 -5.201 0.1 0.4 0.3
C 2.815 0.532 -6.436 0.1 0.2 0.1
C 3.516 1.733 -6.579 -0.1 -0.1 0.3
C 3.644 2.579 -5.479 0.1 -0.1 0.0
C 3.118 2.214 -4.238 -0.1 0.0 -0.1
C 1.927 1.959 -1.352 -0.2 0.4 -0.4
C 3.153 2.018 -0.673 -0.3 0.3 0.0
C 3.424 3.097 0.164 -0.2 0.2 0.0
C 2.483 4.121 0.323 -0.1 0.1 0.0
C 1.283 4.081 -0.389 -0.3 0.0 0.0
C 0.986 2.996 -1.220 0.6 0.0 0.3
H -2.031 -0.279 -2.921 0.5 0.2 0.1
H -0.408 1.679 -3.393 -0.2 -0.4 0.4
H -2.352 -1.994 -4.024 0.1 -0.3 -0.1
H -3.054 -3.682 -5.686 0.5 -0.2 0.3
H -1.758 -5.798 -5.959 0.3 0.3 0.4
H 0.229 -6.219 -4.513 0.0 0.3 0.1
H 0.907 -4.561 -2.795 -0.1 0.2 -0.1
H -0.036 -0.693 0.485 -0.3 -0.1 -0.1
H -1.510 -0.871 2.532 0.1 -0.6 -0.7
H -3.069 -2.779 2.736 -0.1 0.1 -0.3
H -3.638 -4.137 0.691 0.2 0.1 0.1
H -2.362 -3.804 -1.424 0.1 0.3 0.5
H 1.683 -0.742 -5.120 0.2 0.1 0.0
H 2.707 -0.113 -7.308 -0.1 0.0 0.3
H 3.961 2.004 -7.537 -0.2 -0.1 0.2
H 4.166 3.534 -5.576 -0.1 -0.3 0.0
H 3.229 2.919 -3.412 -0.1 -0.3 -0.1
H 3.890 1.225 -0.821 -0.2 0.2 0.1
H 4.366 3.162 0.699 -0.1 -0.1 -0.1
H 2.679 4.959 1.007 0.0 -0.4 -0.4
H 0.554 4.896 -0.303 0.3 -0.3 0.1
H 0.045 2.954 -1.773 0.3 0.1 0.3
Br 1.004 -2.355 4.159 -0.4 -2.0 0.0
```
Forces are in eV/Å.

Calculated values
* orbital gap (alpha / beta): 6.05 / 5.76 eV
* HOMO (alpha / beta): -6.167 / -7.295 eV
* total energy: -4731.68558 hartree
* 2S+1: 3
* energy above the lowest of the compared OMol25 structures with the same formula, charge and spin: 1.868 eV

Record 3
ORCA calculation (ωB97M-V with the def2-TZVPD basis set) on a 2-piece molecular cluster, C3H12N2S overall in a non-equilibrium geometry.

```
18
Properties=species:S:1:pos:R:3:forces:R:3
C -3.006 1.138 0.697 0.6 2.1 -1.0
S -2.989 -0.406 1.471 0.4 -1.7 0.4
C -1.228 -0.863 1.399 0.5 -0.1 1.2
H -2.567 1.106 -0.306 -0.3 -0.2 -0.1
H -2.457 1.948 1.193 0.0 -0.3 0.4
H -4.031 1.497 0.623 -0.1 -0.2 -0.1
H -0.718 -0.491 2.294 -0.1 0.3 -0.1
H -1.113 -1.940 1.532 -0.4 -0.1 -0.4
H -0.614 -0.547 0.558 -0.6 0.1 -0.4
N 2.981 -0.884 -2.357 -0.6 0.0 -1.1
C 2.972 -0.006 -1.197 0.7 0.5 0.1
N 3.956 1.093 -1.340 -1.3 -0.3 -0.6
H 3.247 -0.354 -3.188 0.7 0.2 0.4
H 2.014 -1.061 -2.630 0.0 -0.5 0.5
H 1.960 0.385 -1.064 0.2 0.2 0.4
H 3.291 -0.562 -0.310 -0.5 -0.3 -0.1
H 3.548 1.952 -1.002 0.1 0.1 0.0
H 4.740 0.872 -0.773 0.8 0.1 0.4
```
Forces are in eV/Å.

Calculated values
* orbital gap: 9.21 eV
* HOMO: -8.518 eV
* SMILES: CSC.NCN
* total energy: -629.15660 hartree
* energy above the lowest of the compared OMol25 structures with the same formula, charge and spin: 0.623 eV

Record 4
ORCA calculation (ωB97M-V with the def2-TZVPD basis set) on a 8-piece molecular cluster, C22H36Br6NO15 overall in a non-equilibrium geometry.

```
80
Properties=species:S:1:pos:R:3:forces:R:3
N 0.460 0.220 0.792 -0.2 -0.1 1.1
O -0.118 -0.504 1.617 0.1 0.7 -0.2
O 0.902 -0.255 -0.212 0.4 -0.6 -1.3
O 0.615 1.410 1.029 -0.3 0.2 0.4
Br 5.093 1.708 -0.310 -1.0 -1.2 0.6
C 4.297 0.213 0.840 0.8 1.0 0.4
C 5.424 -0.694 1.341 0.5 0.7 -0.1
Br 6.861 0.314 2.327 -0.9 -0.5 -0.3
H 3.468 -0.273 0.325 0.6 -0.3 -0.6
H 3.802 0.715 1.672 0.4 0.3 0.1
H 5.987 -1.151 0.527 -0.3 -0.1 0.1
H 5.056 -1.444 2.041 0.1 0.3 -0.2
Br 5.045 -1.155 -3.352 0.1 -0.1 0.1
C 3.163 -0.984 -2.958 0.1 0.1 0.3
C 2.664 0.412 -3.210 -0.6 0.2 -1.0
Br 2.587 0.694 -5.212 0.0 0.1 1.2
H 3.014 -1.240 -1.909 0.2 0.1 0.1
H 2.636 -1.734 -3.549 0.0 0.2 -0.1
H 3.203 1.245 -2.759 0.5 -0.4 -0.2
H 1.648 0.510 -2.828 -0.2 -0.2 -0.4
Br 1.065 -5.620 0.056 0.4 1.1 0.3
C 1.017 -3.894 1.100 -0.2 -1.6 1.0
C 2.184 -2.965 1.058 0.9 -0.3 -1.2
Br 3.966 -3.708 1.612 -1.4 -0.1 -0.4
H 0.894 -4.267 2.117 -0.5 0.2 -0.2
H 0.125 -3.428 0.683 0.1 0.2 0.4
H 2.060 -2.082 1.684 -0.2 -0.3 0.0
H 2.237 -2.688 0.005 0.8 0.4 0.1
C -1.991 4.251 -0.423 0.1 1.3 0.4
C -2.362 2.840 -0.735 0.7 -0.6 0.6
C -2.887 1.937 0.420 0.3 0.4 -0.3
O -4.185 1.662 0.041 -2.3 0.4 -1.7
C -4.489 2.232 -1.187 -4.7 -0.2 -0.5
O -5.648 2.218 -1.674 5.2 -0.1 1.8
O -3.411 2.861 -1.685 -0.9 -0.6 -0.1
H -1.074 4.340 0.161 0.2 -0.2 -0.3
H -2.703 4.860 0.135 -0.6 -0.7 0.4
H -1.948 4.850 -1.333 0.6 -0.3 -0.3
H -1.529 2.293 -1.177 0.2 0.3 -0.3
H -2.933 2.434 1.389 0.4 -0.1 0.1
H -2.433 0.946 0.453 0.8 0.2 0.3
C 1.660 3.951 -1.102 0.4 0.9 0.5
C 2.251 4.697 -2.287 0.0 -1.3 0.9
C 1.908 3.994 -3.591 1.3 -0.5 0.0
O 1.343 4.988 -4.377 -0.7 1.7 -1.0
C 1.222 6.145 -3.668 -0.4 1.4 -0.5
O 0.864 7.229 -4.056 0.3 -1.8 0.0
O 1.585 5.918 -2.402 -0.5 1.0 0.5
H 1.996 4.513 -0.230 -0.5 0.0 0.3
H 1.991 2.931 -0.903 0.1 -0.1 -0.6
H 0.580 4.032 -1.228 0.0 -0.3 0.3
H 3.282 4.986 -2.086 0.3 -0.6 -0.5
H 1.201 3.172 -3.480 0.0 0.0 0.1
H 2.813 3.645 -4.087 -0.1 -0.3 -0.1
C -1.457 -3.366 -2.301 0.3 0.0 0.4
C -2.415 -3.194 -1.106 1.2 -1.2 -0.9
C -2.506 -1.770 -0.670 -0.3 0.6 0.0
O -3.902 -1.481 -0.701 -0.5 0.4 0.5
C -4.597 -2.575 -1.097 -2.5 -0.3 -1.1
O -5.800 -2.709 -1.225 2.6 0.9 0.8
O -3.740 -3.525 -1.470 0.2 -0.9 0.0
H -1.162 -4.374 -2.590 -0.8 -0.2 0.1
H -0.477 -2.960 -2.050 0.0 0.5 0.2
H -1.846 -2.809 -3.154 0.0 -0.1 -0.1
H -2.118 -3.805 -0.253 0.0 -0.4 -0.1
H -1.980 -1.136 -1.384 -0.1 0.4 0.2
H -2.120 -1.671 0.345 0.0 0.4 0.0
C -2.975 -1.250 5.721 -0.5 0.1 -1.0
C -2.938 -2.470 4.830 0.5 -0.4 0.6
C -2.009 -2.423 3.616 -0.3 1.2 -0.6
O -1.074 -3.448 3.816 1.0 0.0 -1.5
C -1.284 -4.070 4.971 0.2 -1.9 -0.1
O -0.699 -5.047 5.340 0.1 0.8 -0.1
O -2.312 -3.525 5.560 -1.6 -0.2 1.8
H -3.236 -1.410 6.767 0.3 -0.5 -0.1
H -3.828 -0.710 5.311 0.4 0.9 0.0
H -2.008 -0.765 5.588 -0.3 0.5 0.4
H -3.949 -2.740 4.524 0.1 -0.5 0.2
H -1.454 -1.491 3.510 -0.1 0.2 0.2
H -2.570 -2.554 2.691 0.1 -0.4 -0.1
```
Forces are in eV/Å.

Calculated values
* orbital gap (alpha / beta): 8.29 / 4.02 eV
* HOMO (alpha / beta): -10.520 / -10.520 eV
* total energy: -17487.11219 hartree
* 2S+1: 2

Record 5
ORCA calculation (ωB97M-V with the def2-TZVPD basis set) on a 2-piece molecular cluster, C6H5N3OS overall in a non-equilibrium geometry.

```
16
Properties=species:S:1:pos:R:3:forces:R:3
C -2.779 1.800 0.066 -1.2 1.4 3.1
C -0.932 -2.144 -0.003 0.7 -1.4 -0.6
C -1.422 -0.883 -0.101 0.9 -0.5 1.1
C 0.705 -0.317 0.331 -2.1 -2.2 -0.6
C -2.808 -0.613 -0.064 -2.4 -1.1 -0.2
C 1.849 0.545 0.508 1.8 -1.5 -2.9
N -0.485 0.120 0.084 0.3 -0.1 0.2
N -3.185 2.047 1.112 -0.1 0.3 -0.5
N -3.953 -0.861 -0.039 1.5 0.0 -0.6
O -5.137 -1.053 -0.105 0.1 0.2 0.3
S 0.781 -2.176 0.185 -0.4 2.3 0.5
H -1.391 -3.142 -0.097 -0.2 1.0 0.1
H 1.538 1.555 0.262 0.5 0.1 0.0
H 2.378 0.413 1.397 0.3 0.2 1.9
H 2.606 0.028 -0.222 -1.0 1.8 0.7
H -2.279 1.515 -0.757 1.2 -0.3 -2.6
```
Forces are in eV/Å.

Calculated values
* orbital gap: 8.84 eV
* HOMO: -8.880 eV
* total energy: -869.17199 hartree
* energy above the lowest of the compared OMol25 structures with the same formula, charge and spin: 3.536 eV

Record 6
ORCA calculation (ωB97M-V with the def2-TZVPD basis set) on C21H15F5N2OPtS3 as an isolated structure.

```
48
Properties=species:S:1:pos:R:3:forces:R:3
Pt 0.495 -0.035 0.227 0.2 -0.3 0.5
F 0.005 5.326 -4.438 0.0 0.2 -0.3
C -0.093 4.610 -3.359 0.0 0.0 0.0
C -0.399 3.251 -3.466 0.0 0.1 -0.1
F -0.614 2.721 -4.653 0.0 0.0 -0.1
C -0.486 2.493 -2.335 0.1 0.2 0.2
F -0.847 1.230 -2.452 -0.1 -0.4 0.1
C -0.270 3.055 -1.055 -0.2 -0.1 0.2
S -0.392 2.179 0.400 0.4 0.2 -0.3
C -0.011 4.446 -0.985 -0.1 -0.1 0.0
F 0.171 5.012 0.186 0.0 0.0 0.2
C 0.093 5.210 -2.117 0.0 0.2 0.0
F 0.368 6.494 -2.044 0.0 0.0 0.0
O 0.996 -2.330 1.000 -0.1 -0.1 -0.4
C 1.210 -3.354 -0.007 -0.1 0.0 0.0
C -0.002 -3.593 -0.891 0.0 0.1 0.0
C -0.496 -2.330 -1.613 0.2 -0.1 0.0
C 0.616 -1.626 -2.337 0.1 0.2 0.0
C 1.045 -2.038 -3.587 0.0 0.0 -0.1
C 2.097 -1.382 -4.203 0.0 -0.1 -0.1
C 2.709 -0.319 -3.555 0.1 0.0 -0.1
C 2.248 0.043 -2.310 -0.1 -0.1 0.1
N 1.233 -0.602 -1.710 -0.3 0.0 0.0
H 0.342 -2.649 1.634 0.0 0.0 0.0
H 1.514 -4.280 0.476 0.0 0.0 0.1
H 2.052 -2.996 -0.593 0.1 0.0 0.0
H -0.827 -4.007 -0.306 0.0 -0.1 0.0
H 0.279 -4.351 -1.628 0.0 0.0 0.1
H -0.939 -1.642 -0.890 -0.2 0.2 0.2
H -1.298 -2.582 -2.303 0.0 0.0 -0.1
H 0.540 -2.862 -4.080 0.0 0.1 0.0
H 2.437 -1.696 -5.183 0.0 0.0 0.0
H 3.531 0.221 -4.004 0.0 0.0 0.0
H 2.690 0.865 -1.764 0.0 0.0 0.1
S 2.580 0.460 1.616 -0.2 0.0 -0.2
C 1.490 0.296 2.863 0.2 0.1 0.2
N 0.194 0.082 2.570 -0.2 0.0 -0.2
C -0.571 0.026 3.670 0.2 0.0 0.0
C -1.976 -0.149 3.702 0.0 0.0 -0.1
C -2.588 -0.169 4.916 0.0 0.0 0.1
C -1.840 -0.031 6.121 0.0 0.0 0.0
C -0.472 0.142 6.122 0.0 0.0 0.1
C 0.171 0.179 4.891 -0.1 0.0 0.0
S 1.843 0.407 4.562 -0.1 0.0 -0.1
H -2.531 -0.257 2.777 0.1 0.0 0.1
H -3.662 -0.287 4.976 0.0 0.0 0.0
H -2.365 -0.063 7.069 0.0 0.0 -0.1
H 0.079 0.247 7.047 0.0 0.0 0.0
```
Forces are in eV/Å.

Calculated values
* orbital gap (alpha / beta): 8.28 / 5.93 eV
* HOMO (alpha / beta): -14.200 / -15.187 eV
* total energy: -2806.55863 hartree
* 2S+1: 5
* energy above the lowest of the compared OMol25 structures with the same formula, charge and spin: 0.073 eV
* charge: +2

Record 7
ORCA calculation (ωB97M-V with the def2-TZVPD basis set) on a 2-piece molecular cluster, C4H5ClF2 overall in a non-equilibrium geometry.

```
12
Properties=species:S:1:pos:R:3:forces:R:3
C 1.791 -1.358 0.403 0.5 1.7 -0.5
C -1.158 0.787 0.785 -1.4 0.9 -2.0
C 1.876 -0.103 -0.522 3.1 -4.4 -1.9
C -2.261 0.434 0.149 1.4 0.1 0.7
F -2.885 -0.722 0.371 -0.3 0.9 -0.5
F -2.777 1.192 -0.787 -0.9 -0.5 -0.4
Cl 0.620 -2.436 -0.122 -0.2 -0.1 -0.4
H -0.618 1.658 0.464 0.0 0.2 0.2
H -0.830 0.144 1.500 1.2 -1.5 2.0
H 1.775 0.699 0.115 -0.9 2.2 0.9
H 3.012 -0.026 -0.823 -1.6 -0.3 1.0
H 1.457 -0.268 -1.533 -0.8 0.9 0.8
```
Forces are in eV/Å.

Calculated values
* orbital gap: 8.42 eV
* HOMO: -8.847 eV
* total energy: -815.16514 hartree
* energy above the lowest of the compared OMol25 structures with the same formula, charge and spin: 4.173 eV

> total energy of number 2 (C35H37BrP2Pt)?

-4731.68558 hartree

> Among the records above, which one has the lowest total energy?

C22H36Br6NO15

> Which of these has the highest total energy?

C2H9NO

> Which value of total energy does entry 7 give?

-815.16514 hartree